<one>
Molecular formula: C3H8O
Method: DFT, ωB97M-V with the def2-TZVPD basis set

The geometry in XYZ format:
```
12
C3H8O, DFT ωB97M-V with the def2-TZVPD basis set
C 0.462 -1.164 0.540
O 0.295 1.077 1.576
C -0.363 -0.081 1.105
C -0.206 0.782 -1.306
H 0.706 -0.790 -0.436
H -0.142 -2.141 0.306
H 1.344 -1.373 1.203
H -1.450 -0.004 1.341
H 0.015 1.029 0.552
H -0.168 -0.171 -1.903
H -1.085 1.343 -1.449
H 0.591 1.492 -1.529
```

Output
HOMO level = -7.91 eV

=====

<two>
Molecular formula: C3H8O
Method: DFT, ωB97M-V with the def2-TZVPD basis set

The geometry in XYZ format:
```
12
C3H8O, DFT ωB97M-V with the def2-TZVPD basis set
C 1.539 -0.572 0.697
C 0.120 -0.019 0.489
O -0.214 -0.227 -0.851
C -1.395 0.473 -1.078
H 2.194 -0.235 -0.115
H 1.944 -0.230 1.651
H 1.602 -1.676 0.696
H -0.128 1.116 0.656
H -0.610 -0.529 1.148
H -1.257 1.462 -0.514
H -1.536 0.466 -2.169
H -2.258 -0.030 -0.609
```

Output
structure (SMILES) = CCOC
HOMO level = -9.83 eV

=====

<three>
Molecular formula: C3H8O
Method: DFT, ωB97M-V with the def2-TZVPD basis set

The geometry in XYZ format:
```
12
C3H8O, DFT ωB97M-V with the def2-TZVPD basis set
C -0.587 1.261 0.602
C 0.610 0.261 0.505
C 0.134 -1.256 -1.090
H -0.699 1.550 1.724
H -0.327 2.340 0.148
H -1.555 0.840 0.129
H 0.004 -0.705 1.072
H 1.630 0.571 1.163
H -1.092 -1.210 -0.608
H 0.358 -1.335 -2.280
H 0.663 -2.246 -0.561
O 0.862 -0.070 -0.804
```

Output
structure (SMILES) = CCOC
HOMO level = -9.75 eV

=====

<four>
Molecular formula: C3H8O
Method: DFT, ωB97M-V with the def2-TZVPD basis set

The geometry in XYZ format:
```
12
C3H8O, DFT ωB97M-V with the def2-TZVPD basis set
C 0.512 1.611 -2.208
H 1.022 2.475 -2.681
H 1.348 0.910 -2.134
H 0.075 1.467 -1.271
H -0.255 1.232 -2.917
O 1.054 -1.094 0.342
C -0.030 -0.848 0.859
C -0.620 -1.309 2.191
H -0.725 -0.088 0.260
H -1.707 -0.925 2.087
H -0.631 -2.439 2.429
H -0.043 -0.992 3.043
```

Output
structure (SMILES) = CC=O.C
HOMO level = -10.03 eV

=====

Going by the energies, <two> is most stable and the next is 9.0 kcal/mol up.

=====

<one>
Molecular formula: C3H8O
Method: DFT, ωB97M-V with the def2-TZVPD basis set

The geometry in XYZ format:
```
12
C3H8O, DFT ωB97M-V with the def2-TZVPD basis set
C 0.872 0.277 -0.207
C -0.217 -0.537 -0.290
C -1.609 0.021 -0.274
O 2.057 -0.159 -0.688
H 2.816 0.425 -0.540
H 0.708 1.352 -0.241
H 0.772 0.173 2.070
H -0.071 -1.552 -0.646
H 0.585 -0.491 1.615
H -2.348 -0.796 -0.217
H -1.737 0.680 0.603
H -1.828 0.608 -1.185
```

Output
HOMO level = -8.03 eV

=====

<two>
Molecular formula: C3H8O
Method: DFT, ωB97M-V with the def2-TZVPD basis set

The geometry in XYZ format:
```
12
C3H8O, DFT ωB97M-V with the def2-TZVPD basis set
C 0.407 2.612 -1.687
C 0.473 1.116 -1.665
C -0.514 0.307 -1.337
H 1.353 3.093 -1.437
H 0.208 2.882 -2.731
H -0.423 3.016 -1.113
H 1.430 0.716 -1.997
H -0.499 -0.765 -1.501
H -1.465 0.700 -0.995
H -0.814 -3.964 4.841
H 0.394 -4.830 4.902
O -0.550 -4.882 4.720
```

Output
structure (SMILES) = C=CC.O
HOMO level = -9.64 eV

=====

Going by the energies, <two> is most stable and the next is 48.4 kcal/mol up.

=====

<one>
Molecular formula: C5H9NS
Method: DFT, ωB97M-V with the def2-TZVPD basis set

The geometry in XYZ format:
```
16
C5H9NS, DFT ωB97M-V with the def2-TZVPD basis set
C -2.210 -1.155 0.014
C -1.097 -0.207 -0.318
C 0.144 1.683 -0.299
C 1.025 0.687 0.487
C 0.200 -0.586 0.493
H -2.084 -2.214 -0.564
H -3.104 -0.651 -0.368
H -2.260 -1.293 1.153
H -0.871 -0.591 -1.389
H -1.401 1.282 1.232
H 0.100 2.797 0.105
H 0.615 1.620 -1.315
H 1.722 1.001 1.313
H -0.146 -1.173 1.364
N -1.348 1.241 -0.049
S 1.781 -0.750 -0.216
```

Output
HOMO level = -8.66 eV

=====

<two>
Molecular formula: C5H9NS
Method: DFT, ωB97M-V with the def2-TZVPD basis set

The geometry in XYZ format:
```
16
C5H9NS, DFT ωB97M-V with the def2-TZVPD basis set
C 2.200 0.148 -0.362
C -0.091 0.276 0.651
C -0.860 1.409 0.117
C -1.552 -1.357 0.104
C -0.192 -0.871 -0.229
H 1.773 0.392 -1.460
H 2.665 0.973 0.361
H 3.203 -0.680 -0.477
H -0.482 -0.045 1.730
H -0.543 1.757 -0.890
H -0.825 2.361 0.822
H -1.613 -1.582 1.240
H -2.144 -2.074 -0.545
H -0.313 -0.440 -1.306
N 1.108 -0.505 0.434
S -2.334 0.239 -0.191
```

Output
HOMO level = -8.52 eV

=====

Going by the energies, <one> is most stable and the next is 53.3 kcal/mol up.